DFT (the ωB97M-V functional and the def2-TZVPD basis) results for a cluster of 10 separate species, C18H56N8O10 in total.

Geometry as XYZ:
```
92
Properties=species:S:1:pos:R:3:mulliken_charge:R:1
N 3.89 1.15 -4.62 -0.445
C 3.03 1.41 -3.61 0.674
N 3.18 0.55 -2.64 0.048
O 2.26 2.34 -3.62 -0.636
H 4.63 0.48 -4.47 0.140
H 3.91 1.74 -5.44 0.245
H 3.73 -0.28 -2.80 0.150
H 2.47 0.59 -1.93 -0.171
N -1.25 -3.63 2.94 -0.285
C -1.81 -4.06 4.00 0.492
N -2.00 -3.05 4.80 -0.320
O -2.06 -5.23 4.24 -0.724
H -1.28 -2.63 2.83 0.211
H -1.15 -4.27 2.17 0.189
H -1.81 -2.09 4.55 0.441
H -2.18 -3.20 5.78 0.191
N -3.42 0.59 2.85 -0.304
C -2.27 0.53 3.46 0.717
N -1.62 1.60 3.26 -0.310
O -1.77 -0.46 4.02 -0.805
H -4.14 -0.10 2.70 0.171
H -3.61 1.52 2.50 0.074
H -2.12 2.38 2.88 0.161
H -0.69 1.61 3.66 0.106
N -2.92 2.99 -2.52 -0.189
C -2.44 3.58 -1.48 0.478
N -1.20 3.20 -1.13 -0.157
O -3.03 4.45 -0.85 -0.760
H -2.37 2.17 -2.75 0.160
H -3.72 3.31 -3.04 0.206
H -0.79 3.55 -0.27 0.085
H -0.73 2.50 -1.67 0.186
C -5.07 -2.09 -0.92 -1.451
C -4.64 -0.84 -0.15 0.904
C -4.23 0.29 -1.00 -0.743
O -5.74 -0.51 0.58 -0.595
H -4.40 -2.36 -1.74 0.288
H -6.07 -1.97 -1.34 0.380
H -5.01 -2.86 -0.15 0.379
H -3.82 -1.07 0.54 -0.183
H -3.94 1.17 -0.42 0.239
H -5.11 0.60 -1.57 0.452
H -3.43 -0.01 -1.66 -0.078
H -6.41 -0.21 -0.05 0.403
C 1.70 -3.53 -0.59 -1.238
C 2.96 -2.88 -1.18 1.142
C 3.61 -1.93 -0.21 -0.848
O 3.82 -3.90 -1.50 -0.594
H 1.23 -4.10 -1.39 0.469
H 1.00 -2.72 -0.39 -0.026
H 1.71 -4.19 0.28 0.345
H 2.70 -2.29 -2.06 -0.310
H 4.31 -1.33 -0.79 0.289
H 4.09 -2.47 0.60 0.504
H 2.83 -1.34 0.27 -0.105
H 3.33 -4.61 -1.93 0.363
C -1.36 -1.07 -4.37 -1.413
C -0.46 0.17 -4.06 1.310
C -0.38 1.09 -5.27 -1.722
O -0.84 0.82 -2.93 0.318
H -0.95 -1.79 -5.07 0.410
H -2.33 -0.90 -4.83 0.323
H -1.55 -1.64 -3.46 0.313
H 0.54 -0.18 -3.79 -0.208
H 0.19 0.69 -6.10 0.394
H 0.10 2.02 -4.95 0.388
H -1.36 1.44 -5.59 0.414
H -0.43 0.28 -2.25 -0.540
C 2.48 0.51 3.76 -0.217
C 2.75 1.74 4.67 0.363
C 4.23 2.13 4.49 -1.115
O 1.91 2.85 4.42 -0.548
H 2.88 -0.47 4.02 0.433
H 2.78 0.76 2.74 -0.225
H 1.41 0.41 3.62 -0.167
H 2.51 1.44 5.69 0.299
H 4.45 3.06 5.01 0.397
H 4.46 2.32 3.44 0.184
H 4.82 1.35 4.97 0.345
H 2.02 3.53 5.09 0.316
C -0.36 -0.33 0.51 -1.333
O 0.56 -0.11 -0.53 0.536
H -0.79 0.67 0.59 0.334
H -1.18 -0.95 0.17 0.469
H 0.04 -0.60 1.49 0.278
H 1.33 0.38 -0.24 -0.270
C 3.73 1.95 0.26 -0.862
O 2.37 1.72 0.25 -0.156
H 4.27 1.48 1.08 0.221
H 4.22 1.60 -0.65 0.208
H 3.95 3.01 0.40 0.421
H 1.91 2.56 0.34 0.103
```

Computed properties:
Frontier orbital gap ... 9.110 eV
HOMO level ... -8.95 eV
LUMO energy ... 0.00570 hartree
Relative energy (zero: lowest compared OMol25 entry of this formula, charge and spin) ... 1.4612 eV
SMILES string ... NC(N)=O.NC(N)=O.NC(N)=O.NC(N)=O.CC(C)O.CC(C)O.CC(C)O.CC(C)O.CO.CO
Total charge ... 0